# 1
DFT (the ωB97M-V functional and the def2-TZVPD basis) results for C4H8N4OS as an isolated structure.

Structure (XYZ):
```
18
C4H8N4OS, DFT the ωB97M-V functional and the def2-TZVPD basis
C 2.806 1.803 1.046
C 2.691 0.439 -0.544
C -2.788 -0.298 0.007
C 0.494 -0.416 -0.006
N 3.522 1.338 -0.069
N 1.665 1.196 1.234
N 1.538 0.415 0.170
N -0.542 -0.316 0.854
O -1.661 -1.072 0.505
S 1.439 -2.538 0.067
H 3.210 2.352 1.903
H 2.812 -0.091 -1.536
H -2.485 0.170 -0.882
H -3.181 0.469 0.655
H -3.463 -1.257 -0.190
H 0.133 -0.644 -0.918
H -0.470 -0.225 1.945
H 0.241 -2.792 0.629
```

Results
HOMO-LUMO gap in eV: 8.529
HOMO energy in eV: -8.5
Energy above the lowest of the compared OMol25 structures with the same formula, charge and spin in kJ/mol: 225.46

# 2
DFT (the ωB97M-V functional and the def2-TZVPD basis) results for C3H4InO3 as an isolated structure.

Structure (XYZ):
```
11
C3H4InO3, DFT the ωB97M-V functional and the def2-TZVPD basis
O -0.977 0.426 -1.193
C -1.788 1.047 -0.344
C 0.529 -1.200 -0.068
O -2.982 0.726 -0.223
O -1.164 1.831 0.489
C 1.535 -0.521 0.573
H -0.393 -1.421 0.479
H 0.743 -1.700 -1.016
H 1.397 -0.205 1.613
H 2.551 -0.556 0.171
In 0.548 1.571 -0.482
```

Results
2S+1: 2
HOMO-LUMO gap (spin up / spin down) in eV: 8.543 / 6.109
HOMO energy (spin up / spin down) in eV: -9.1 / -9.1
Energy above the lowest of the compared OMol25 structures with the same formula, charge and spin in kJ/mol: 0.00

# 3
DFT (the ωB97M-V functional and the def2-TZVPD basis) results for C26H28N6O2PtS2 as an isolated structure.

Structure (XYZ):
```
65
C26H28N6O2PtS2, DFT the ωB97M-V functional and the def2-TZVPD basis
Pt 0.208 -0.058 -0.402
O -0.710 -4.625 -3.707
C -1.460 -3.694 -4.311
C -2.301 -4.043 -5.369
C -3.084 -3.100 -5.998
C -3.035 -1.763 -5.605
C -2.209 -1.396 -4.572
C -1.421 -2.337 -3.889
C -0.628 -1.824 -2.776
O -0.638 -0.602 -2.501
N 0.174 -2.701 -2.071
N 0.853 -2.167 -1.140
C 1.684 -2.695 -0.298
C 2.701 -1.788 0.205
C 3.866 -2.242 0.811
C 4.878 -1.331 1.073
C 4.696 -0.002 0.725
C 3.483 0.380 0.164
N 2.508 -0.482 -0.076
H -0.829 -5.484 -4.126
H -2.334 -5.078 -5.690
H -3.738 -3.402 -6.804
H -3.642 -1.021 -6.105
H -2.140 -0.362 -4.265
H 1.712 -3.763 -0.091
H 3.981 -3.291 1.050
H 5.805 -1.662 1.522
H 5.474 0.729 0.895
H 3.297 1.414 -0.104
S 0.340 2.497 -0.414
C 0.728 2.217 1.206
N 0.747 0.963 1.642
C 1.199 0.867 2.911
C 1.408 -0.319 3.635
C 1.904 -0.220 4.908
C 2.181 1.035 5.493
C 1.986 2.214 4.803
C 1.506 2.127 3.502
S 1.221 3.411 2.377
H 1.181 -1.276 3.183
H 2.090 -1.117 5.482
H 2.552 1.069 6.509
H 2.198 3.174 5.253
C -4.708 0.779 -2.272
C -3.985 1.731 -1.322
N -3.928 1.290 0.074
C -5.096 1.563 0.919
C -6.029 0.361 1.057
C -2.856 0.638 0.543
C -2.672 0.512 2.025
N -1.959 0.100 -0.241
H -4.614 1.153 -3.291
H -5.770 0.725 -2.037
H -4.293 -0.230 -2.230
H -4.490 2.697 -1.329
H -2.964 1.903 -1.666
H -5.634 2.396 0.470
H -4.768 1.883 1.907
H -6.398 0.033 0.087
H -6.887 0.637 1.669
H -5.524 -0.480 1.533
H -2.700 1.492 2.503
H -1.712 0.040 2.221
H -3.454 -0.103 2.470
H -2.205 0.141 -1.223
```

Results
2S+1: 5
Total charge: +2
HOMO-LUMO gap (spin up / spin down) in eV: 6.989 / 4.549
HOMO energy (spin up / spin down) in eV: -13.4 / -13.4
Energy above the lowest of the compared OMol25 structures with the same formula, charge and spin in kJ/mol: 56.89

# 4
DFT (the ωB97M-V functional and the def2-TZVPD basis) results for C64H61AsIN4PRhS4 as an isolated structure.

Structure (XYZ):
```
137
C64H61AsIN4PRhS4, DFT the ωB97M-V functional and the def2-TZVPD basis
Rh -0.055 -0.199 -0.500
N 0.674 1.636 0.561
S 1.655 2.205 1.472
N 3.128 2.741 0.922
S 4.453 1.947 0.849
N 4.541 0.524 0.255
S 3.492 0.017 -0.953
N 2.176 -0.400 -0.493
C 3.679 1.389 -2.119
C 4.841 1.596 -2.847
C 4.955 2.744 -3.615
C 3.925 3.672 -3.638
C 2.767 3.454 -2.905
C 2.636 2.299 -2.148
C 4.451 -1.370 -1.572
C 5.834 -1.365 -1.674
C 6.478 -2.514 -2.109
C 5.740 -3.639 -2.448
C 4.355 -3.629 -2.341
C 3.704 -2.494 -1.887
C 5.540 3.064 -0.020
C 5.132 4.337 -0.375
C 6.013 5.149 -1.072
C 7.275 4.682 -1.408
C 7.672 3.402 -1.040
C 6.803 2.585 -0.339
C 5.225 1.789 2.445
C 5.428 2.949 3.180
C 6.001 2.852 4.434
C 6.361 1.608 4.940
C 6.159 0.460 4.187
C 5.589 0.543 2.927
C 1.027 3.721 2.196
C 1.735 4.908 2.254
C 1.121 6.028 2.798
C -0.177 5.944 3.281
C -0.881 4.748 3.204
C -0.281 3.629 2.652
C 2.098 1.215 2.906
C 2.139 -0.163 2.764
C 2.477 -0.933 3.868
C 2.751 -0.326 5.086
C 2.706 1.056 5.213
C 2.383 1.838 4.114
H 5.642 0.870 -2.828
H 5.851 2.914 -4.198
H 4.017 4.564 -4.245
H 1.961 4.176 -2.918
H 1.742 2.099 -1.573
H 6.399 -0.485 -1.392
H 7.557 -2.528 -2.187
H 6.246 -4.532 -2.792
H 3.777 -4.504 -2.607
H 2.631 -2.473 -1.732
H 4.135 4.668 -0.118
H 5.712 6.150 -1.353
H 7.953 5.317 -1.963
H 8.660 3.044 -1.298
H 7.090 1.585 -0.037
H 5.139 3.909 2.767
H 6.165 3.747 5.020
H 6.806 1.538 5.923
H 6.442 -0.507 4.582
H 5.419 -0.332 2.315
H 2.748 4.949 1.875
H 1.656 6.967 2.845
H -0.646 6.816 3.717
H -1.897 4.686 3.569
H -0.807 2.687 2.560
H 1.917 -0.608 1.800
H 2.527 -2.011 3.776
H 3.000 -0.932 5.948
H 2.916 1.528 6.164
H 2.346 2.916 4.197
I -1.863 2.320 -0.585
C -3.475 2.412 -1.954
C -4.462 3.293 -1.605
C -5.550 3.540 -2.453
C -5.613 2.894 -3.648
C -4.615 1.969 -4.032
C -4.743 1.345 -5.289
C -3.806 0.460 -5.723
C -2.727 0.149 -4.891
C -2.546 0.710 -3.640
P -1.064 -0.093 -2.799
C 0.197 0.160 -4.088
C 1.279 -0.720 -4.073
C 2.239 -0.672 -5.068
C 2.154 0.290 -6.065
C 1.121 1.214 -6.042
C 0.145 1.155 -5.059
C -1.627 -1.823 -3.126
C -2.723 -2.233 -2.362
C -3.154 -3.547 -2.388
C -2.488 -4.479 -3.172
C -1.430 -4.072 -3.968
C -1.007 -2.748 -3.956
C -3.497 1.679 -3.175
H -4.394 3.821 -0.663
H -6.310 4.252 -2.162
H -6.428 3.077 -4.336
H -5.602 1.590 -5.902
H -3.892 -0.022 -6.688
H -2.008 -0.570 -5.254
H 1.350 -1.450 -3.277
H 3.056 -1.384 -5.068
H 2.891 0.317 -6.857
H 1.066 1.981 -6.805
H -0.665 1.873 -5.064
H -3.232 -1.510 -1.731
H -3.994 -3.853 -1.778
H -2.788 -5.518 -3.159
H -0.918 -4.788 -4.599
H -0.192 -2.451 -4.601
C -1.469 0.892 4.742
C -1.184 -0.564 4.392
As -0.925 -0.939 2.446
C -0.950 -2.904 2.696
C 0.454 -3.473 2.892
C -2.787 -0.684 1.813
C -3.867 -1.557 2.443
H -1.659 0.996 5.812
H -2.350 1.258 4.210
H -0.619 1.529 4.489
H -1.996 -1.204 4.741
H -0.271 -0.897 4.892
H -1.408 -3.347 1.811
H -1.579 -3.141 3.555
H 1.084 -3.225 2.034
H 0.420 -4.559 2.992
H 0.919 -3.064 3.792
H -2.743 -0.862 0.735
H -3.030 0.373 1.946
H -3.657 -2.615 2.283
H -4.838 -1.337 1.996
H -3.944 -1.378 3.516
S -0.211 -2.401 -0.514
```

Results
2S+1: 5
Total charge: +1
HOMO-LUMO gap (spin up / spin down) in eV: 6.429 / 6.613
HOMO energy (spin up / spin down) in eV: -8.5 / -9.4
Energy above the lowest of the compared OMol25 structures with the same formula, charge and spin in kJ/mol: 104.54